# 1
67
Properties=species:S:1:pos:R:3 method="wB97M-V/def2-TZVPD" gap_ha=0.351 lumo_energy_ha=0.0176 e_homo_ev=-9.1 smiles="CC[C@@H](Cl)[PH2](OC#N)c1ccccc1.CC(C)=O.CC(C)=O.CC(C)=O.CC(C)=O" charge=0
C 0.63816 -0.04126 -2.59867
C -0.67820 0.83767 -2.70539
C -0.55253 2.29254 -2.12516
Cl -1.98623 3.24366 -2.82877
P -0.79356 2.39108 -0.22385
O -1.19753 2.41931 1.53651
C -2.05815 1.41158 1.76675
N -2.44618 0.35569 2.02467
C 0.96551 1.92717 0.13587
C 2.15367 2.51053 -0.48135
C 3.50628 2.05676 -0.16741
C 3.72256 0.99837 0.82084
C 2.54845 0.40229 1.45689
C 1.19237 0.85266 1.13127
H 1.49869 0.45837 -2.09160
H 0.41657 -1.01257 -2.07603
H 0.97805 -0.31049 -3.63318
H -0.89759 0.94724 -3.80590
H -1.52913 0.28442 -2.22227
H 0.35472 2.85192 -2.46743
H -1.80034 1.38485 -0.37103
H -1.20618 3.76151 -0.30748
H 2.04385 3.31530 -1.24925
H 4.36115 2.54207 -0.69921
H 4.77012 0.67782 1.01253
H 2.66632 -0.42202 2.19604
H 0.35640 0.31736 1.64176
C 1.75254 4.90733 -4.22037
C 2.83598 5.63048 -3.46293
C 2.87860 7.13215 -3.58017
O 3.64110 5.02691 -2.78577
H 1.84331 3.83466 -4.04378
H 0.77155 5.23838 -3.87211
H 1.85578 5.09562 -5.29050
H 1.94738 7.56116 -3.20530
H 3.03239 7.41994 -4.62189
H 3.70635 7.51745 -2.98455
C -2.18491 -4.98698 1.78996
C -1.89057 -3.67979 1.09892
C -2.77525 -2.50836 1.43285
O -0.97708 -3.57672 0.30537
H -1.47155 -5.74133 1.45565
H -2.08747 -4.86678 2.87053
H -3.19339 -5.32147 1.53883
H -2.70342 -2.27882 2.49643
H -3.80908 -2.73657 1.16437
H -2.45115 -1.63966 0.86668
C -8.15940 -4.46282 0.46282
C -7.03891 -3.74740 1.17313
C -6.96962 -2.24906 1.02243
O -6.22605 -4.35349 1.83927
H -8.08634 -5.53278 0.65874
H -9.12245 -4.10408 0.83093
H -8.08323 -4.29749 -0.61356
H -7.88021 -1.79366 1.41626
H -6.84065 -1.98614 -0.02930
H -6.11657 -1.87000 1.58594
C 6.43208 -1.67592 3.86420
C 5.62797 -2.01142 2.63468
C 4.94995 -3.35632 2.59641
O 5.53004 -1.23012 1.71209
H 6.86209 -0.68010 3.75424
H 5.78661 -1.68364 4.74453
H 7.24300 -2.39636 3.98640
H 4.23901 -3.43827 3.42089
H 5.69552 -4.15084 2.66277
H 4.40878 -3.46153 1.65579

# 2
63
Properties=species:S:1:pos:R:3 method="wB97M-V/def2-TZVPD" s_squared=2.020 gap_ha="0.126 / 0.199" multiplicity=3 lumo_energy_ha="0.0013 / -0.0013" e_homo_ev="-3.4 / -5.5" charge=0
P 0.62126 -2.42273 0.72364
P -0.23728 2.11708 0.92195
C 0.53552 -0.77719 -0.27464
C 0.70865 0.75733 -0.01320
H -0.40328 -1.06066 -0.73152
H 1.42220 -1.04528 -0.89109
H 1.61411 0.89732 0.60706
H 0.99575 1.20616 -1.00818
C -1.46856 3.03230 -0.01711
H -1.97987 3.73949 0.63038
H -2.21720 2.42367 -0.51356
H -0.93235 3.60174 -0.77961
C 1.10434 3.34394 0.86632
H 0.91388 4.02362 0.03199
H 2.10692 2.93916 0.71169
H 1.11897 3.91691 1.78683
C -0.68852 -3.54253 0.07274
H -0.86724 -4.31954 0.82887
H -0.42268 -4.05691 -0.86739
H -1.63099 -2.99863 -0.09802
C 2.24185 -3.07410 0.31714
H 2.95669 -2.24963 0.33323
H 2.30040 -3.56990 -0.65848
H 2.51561 -3.79144 1.08601
Ni -0.17870 -0.07972 -2.09304
C 0.21072 1.35121 -3.25889
C -1.18980 1.31751 -3.06278
C -2.13928 0.57088 -3.95335
C -1.72251 -0.89726 -4.26490
C -0.90833 -1.44104 -3.11712
C 0.49828 -1.51480 -3.14443
C 1.38827 -0.79985 -4.11849
C 0.93440 0.67112 -4.38904
C 0.32265 -2.03097 2.43553
H 0.65872 2.25902 -2.87490
H -1.63465 2.15574 -2.51285
H -2.23984 1.18233 -4.87279
H -3.11747 0.54427 -3.43690
H -2.64511 -1.48780 -4.35102
H -1.23765 -0.91751 -5.20512
H -1.39514 -2.22273 -2.54179
H 0.96089 -2.37379 -2.66606
H 1.55051 -1.31156 -5.08526
H 2.39181 -0.78279 -3.65664
H 1.83461 1.23701 -4.63000
H 0.28818 0.65232 -5.24175
H 1.09330 -1.37937 2.85926
H 0.41356 -3.05273 2.76273
H -0.67998 -1.63438 2.62353
Cl 2.13705 1.10700 2.89119
C 0.86320 0.88545 4.05166
C 1.28210 0.75445 5.36809
C 0.35569 0.41742 6.35953
C -0.98796 0.18290 6.02820
C -1.41987 0.40068 4.71384
C -0.50860 0.89524 3.74085
C -1.05600 1.52625 2.49500
H 2.34091 0.95342 5.54150
H 0.73638 0.35893 7.37914
H -1.69040 -0.13483 6.81817
H -2.47728 0.19906 4.47294
H -1.83683 0.84700 2.09875
H -1.50402 2.50173 2.77214

# 3
68
Properties=species:S:1:pos:R:3 method="wB97M-V/def2-TZVPD" s_squared=1.182 gap_ha="0.223 / 0.219" multiplicity=2 lumo_energy_ha="0.0060 / -0.0007" e_homo_ev="-5.9 / -6.0" charge=0
V -0.00768 -0.40846 -0.40139
C 0.26117 0.15062 3.74879
C -0.51161 -0.92844 4.24122
C -1.09176 -1.78559 3.35202
C -0.92520 -1.58129 1.97236
N -0.16860 -0.52956 1.49001
C 0.41337 0.31302 2.41148
C -1.49732 -2.35938 0.93280
C -2.15584 -3.58989 1.07819
C -2.63436 -4.23674 -0.02680
C -2.46261 -3.64726 -1.30417
C -1.81792 -2.45975 -1.40931
N -1.29661 -1.80209 -0.31724
H 0.73239 0.85031 4.42633
H -0.64538 -1.06998 5.30516
H -1.69190 -2.61594 3.69895
H 1.00489 1.12002 2.00058
H -2.26413 -4.02684 2.06291
H -3.13396 -5.19149 0.07389
H -2.83828 -4.13061 -2.19546
H -1.65781 -1.97990 -2.36254
C 3.25344 2.11947 -4.89354
C 2.18723 1.12647 -4.47065
C 2.33303 -0.18515 -5.22824
C 0.79576 1.71683 -4.63820
O 2.44386 0.92804 -3.04438
P 1.82296 -0.17668 -2.11669
O 0.39633 -0.55486 -2.45317
O 1.92599 0.29843 -0.67660
O 2.67171 -1.49438 -2.33993
C 3.99982 -1.78353 -1.79709
C 4.52507 -2.89634 -2.68112
C 4.91048 -0.56406 -1.87041
C 3.83304 -2.26183 -0.36199
H 3.15357 2.34224 -5.95741
H 4.24904 1.70988 -4.71080
H 3.15063 3.04631 -4.32744
H 2.13747 -0.01013 -6.28647
H 1.62433 -0.93354 -4.86623
H 3.34435 -0.58403 -5.11984
H 0.63892 1.97382 -5.68669
H 0.69771 2.62236 -4.03611
H 0.02743 1.00676 -4.32773
H 4.61131 -2.55047 -3.71310
H 3.84455 -3.74902 -2.65764
H 5.50840 -3.21854 -2.33414
H 5.02632 -0.22865 -2.90340
H 5.89218 -0.82847 -1.47702
H 4.51382 0.26395 -1.27940
H 3.16974 -3.12876 -0.33014
H 3.41230 -1.46951 0.25684
H 4.80214 -2.54885 0.04992
C -3.92447 0.24406 -0.40231
Si -2.76878 1.61467 0.13022
C -3.49158 3.22128 -0.51230
C -2.76589 1.70870 1.99672
C -1.06188 1.37275 -0.53792
H -4.95845 0.47474 -0.12490
H -3.65630 -0.71122 0.05698
H -3.88806 0.11620 -1.49025
H -4.50644 3.38520 -0.13102
H -3.53909 3.21600 -1.60709
H -2.87436 4.07450 -0.20936
H -3.76942 1.94022 2.36996
H -2.08806 2.49748 2.34117
H -2.44552 0.76646 2.45456
H -0.36849 2.09365 -0.07962
H -1.05381 1.57338 -1.61939